DFT (wB97M-V/def2-TZVPD) results for a cluster of 2 separate species, C6H6BrCl2N in total at a distorted geometry.

Each line ends with the Mulliken spin population.
Geometry (Å):
C1 -0.575 0.031 2.868  -0.007
C2 2.012 -1.364 0.019  0.526
C3 -0.894 0.493 -1.493  0.336
C4 0.218 0.729 2.257  0.007
C5 1.240 -0.679 -0.842  0.042
C6 -2.136 0.857 -1.247  0.645
N1 -0.084 -0.206 -0.659  0.274
Cl1 1.255 1.777 1.537  0.004
Cl2 2.006 0.126 -2.218  0.025
Br1 -3.123 0.117 0.151  0.110
H1 -1.361 -0.645 3.049  0.003
H2 -0.227 -0.182 0.327  -0.032
H3 2.981 -1.805 -0.332  0.003
H4 1.660 -1.554 1.061  0.019
H5 -0.404 0.798 -2.466  0.032
H6 -2.568 1.509 -2.013  0.013

Calculated values
* multiplicity: 3
* electronic energy: -102888.71466 eV

***

DFT (wB97M-V/def2-TZVPD) results for a cluster of 2 separate species, C2H9NOS in total at a distorted geometry.

Each line ends with the Mulliken charge.
Geometry (Å):
N1 1.843 0.138 0.735  -0.636
C1 2.588 -1.077 1.148  -0.233
O1 3.152 -1.644 -0.013  -0.523
H1 1.315 -0.147 -0.085  0.250
H2 2.562 0.779 0.420  0.247
H3 1.969 -1.673 1.815  0.318
H4 3.410 -0.630 1.749  0.285
H5 3.780 -2.333 0.235  0.292
C2 -3.142 1.497 -0.936  -0.692
S1 -4.238 0.080 -0.390  -0.216
H6 -3.679 2.360 -0.577  0.249
H7 -2.890 1.647 -1.975  0.320
H8 -2.177 1.384 -0.445  0.210
H9 -4.493 -0.381 -1.682  0.129

Calculated values
* multiplicity: 1
* structure (SMILES): NCO.CS
* relative energy (zero: lowest compared OMol25 entry of this formula, charge and spin): 19.0 kcal/mol

***

Which of these has the lowest multiplicity?
C2H9NOS